[1]
ORCA calculation (the ωB97M-V functional and the def2-TZVPD basis) on C12H10N4O8Pt as an isolated structure.

Each line ends with the Löwdin charge.
Cartesian coordinates (Å):
1 Pt 9.9174 7.4246 7.9802  1.334
2 C 9.2847 3.7947 7.6311  0.022
3 C 8.3873 4.8064 7.0033  -0.328
4 N 8.4533 6.1114 7.2444  -0.025
5 C 7.4831 6.7156 6.5051  -0.137
6 C 6.7616 5.7827 5.8179  -0.040
7 N 7.3720 4.5816 6.1769  0.195
8 C 5.6077 5.8174 4.8970  -0.505
9 O 5.1551 7.0154 4.6278  0.150
10 O 5.2108 4.7809 4.4453  0.124
11 C 7.4918 8.1916 6.5561  -0.577
12 O 6.6393 8.8082 5.9352  0.080
13 O 8.4279 8.7048 7.2635  -0.156
14 H 10.1658 4.3036 8.0419  0.080
15 H 9.6202 3.1533 6.8351  0.084
16 H 8.7388 3.2210 8.3791  0.093
17 H 6.9892 3.6906 5.9013  0.180
18 H 5.6530 7.7560 5.1109  0.091
19 C 8.4463 7.2986 11.4800  0.023
20 C 9.9197 7.2923 11.2399  -0.335
21 N 10.4611 7.2684 10.0466  -0.005
22 C 11.8169 7.2375 10.2367  -0.126
23 C 12.0906 7.2465 11.5726  -0.052
24 N 10.8576 7.2662 12.1875  0.206
25 C 13.3429 7.2409 12.3762  -0.508
26 O 14.4530 7.2622 11.7054  0.169
27 O 13.2715 7.2404 13.5720  0.123
28 C 12.6763 7.2053 9.0162  -0.573
29 O 13.8898 7.2133 9.1068  0.087
30 O 12.0116 7.2090 7.9166  -0.165
31 H 7.9617 7.9339 10.7244  0.094
32 H 8.1998 7.6564 12.4487  0.072
33 H 8.0696 6.2845 11.3789  0.090
34 H 10.7500 7.2892 13.1666  0.164
35 H 14.2749 7.2132 10.7320  0.071

- Energy above the lowest of the compared OMol25 structures with the same formula, charge and spin: 0.0 kcal per mole
- Kohn-Sham gap (spin up / spin down): 0.3375 / 0.3230 Ha
- Spin multiplicity: 3
- Net charge: 0
- Expectation value of S²: 2.004



[2]
ORCA calculation (the ωB97M-V functional and the def2-TZVPD basis) on C12H10NO7PdSe as an isolated structure.

Each line ends with the Löwdin charge.
Cartesian coordinates (Å):
1 Pd -0.1597 -1.9648 -0.8179  1.043
2 O 2.3417 0.5828 1.7607  0.098
3 C 1.9363 -0.6122 1.2750  -0.513
4 O 2.3848 -1.0842 0.2684  0.111
5 C 0.8784 -1.2159 2.1651  -0.145
6 O 0.5049 -2.4587 1.6508  -0.168
7 C -0.6936 -2.9846 2.2048  -0.110
8 C -1.9836 -2.5061 1.5096  -0.646
9 O -2.9734 -2.3844 2.2230  0.015
10 O -1.9585 -2.3564 0.2379  -0.104
11 H 2.9924 0.9232 1.1296  0.127
12 H 0.0392 -0.5113 2.1968  0.144
13 H 1.2879 -1.3044 3.1797  0.145
14 H -0.7661 -2.7660 3.2719  0.123
15 H -0.6278 -4.0644 2.0622  0.134
16 O -0.1075 -0.1759 -2.5065  0.009
17 C -0.2747 0.4889 -1.4739  -0.571
18 O -0.3701 -0.0811 -0.3190  -0.140
19 C -0.3694 1.9798 -1.4927  -0.130
20 C -0.1955 2.7129 -0.3246  -0.019
21 C -0.2653 4.0981 -0.3610  -0.084
22 C -0.5229 4.7485 -1.5606  -0.100
23 C -0.7032 4.0148 -2.7261  -0.086
24 C -0.6189 2.6315 -2.6948  -0.019
25 H -0.0119 2.1870 0.6032  0.111
26 H -0.1246 4.6707 0.5472  0.099
27 H -0.5843 5.8296 -1.5874  0.096
28 H -0.9077 4.5233 -3.6600  0.098
29 H -0.7400 2.0360 -3.5902  0.117
30 Se 1.6394 -6.3075 -0.6899  0.404
31 C 0.7728 -4.8035 -1.0856  -0.953
32 N 0.1814 -3.8454 -1.3956  -0.085

- Kohn-Sham gap (spin up / spin down): 0.2561 / 0.2561 Ha
- Net charge: -1



[3]
ORCA calculation (the ωB97M-V functional and the def2-TZVPD basis) on C12H11AsBF4N2O10RhS3 as an isolated structure.

Each line ends with the Löwdin charge.
Cartesian coordinates (Å):
1 Rh 1.3007 0.4068 -1.4419  1.014
2 O -1.9834 2.9982 -2.9837  -0.260
3 As -1.4637 1.3348 -3.1939  0.870
4 O -2.0892 0.7933 -4.5976  -0.472
5 O 0.2179 1.3012 -2.9965  -0.569
6 C -2.1693 0.3019 -1.6928  -0.230
7 C -2.6974 -0.9234 -2.0782  -0.094
8 C -3.1555 -1.8255 -1.1288  -0.079
9 C -3.0964 -1.5092 0.2182  -0.087
10 C -2.5746 -0.2876 0.6232  -0.073
11 C -2.1118 0.6150 -0.3264  -0.264
12 S -1.4194 2.1580 0.2509  0.473
13 O -1.4115 2.0560 1.7082  -0.355
14 O -2.2828 3.2199 -0.2420  -0.326
15 O -0.0826 2.2089 -0.3542  -0.406
16 H -2.0225 3.2472 -2.0406  -0.017
17 H -2.7120 -1.1660 -3.1339  0.099
18 H -3.5374 -2.7879 -1.4477  0.100
19 H -3.4427 -2.2169 0.9625  0.094
20 H -2.5057 -0.0228 1.6686  0.101
21 O 4.6838 0.3930 0.4350  -0.391
22 S 4.3310 0.0082 -0.9141  0.116
23 O 5.4333 -0.1879 -1.8188  -0.372
24 O 3.2675 -1.0059 -1.0014  -0.448
25 S 3.2523 1.7094 -1.6117  0.514
26 F 1.4578 -3.4569 -2.9872  0.120
27 B 0.7904 -2.2391 -3.0346  -1.251
28 F 0.2747 -1.9279 -1.7182  0.020
29 F 1.6854 -1.1762 -3.3294  0.054
30 F -0.2668 -2.2754 -3.9279  0.133
31 N 0.4612 2.3283 3.9607  0.181
32 C 1.0236 1.1317 4.2553  -0.504
33 O 1.4576 0.8409 5.3597  0.026
34 C 1.0961 0.1715 3.1048  -0.112
35 C 1.0574 -1.1894 3.3425  -0.003
36 C 1.0757 -2.0575 2.2682  -0.033
37 C 1.1457 -1.5423 0.9860  -0.096
38 N 1.1914 -0.2218 0.7519  0.005
39 C 1.1748 0.6098 1.7911  -0.074
40 H 0.3224 2.9542 4.7350  0.105
41 H -0.1299 2.4226 3.1369  0.059
42 H 1.0135 -1.5432 4.3652  0.117
43 H 1.0374 -3.1290 2.4073  0.103
44 H 1.1748 -2.1805 0.1183  0.100
45 H 1.2281 1.6613 1.5520  0.111

- Energy above the lowest of the compared OMol25 structures with the same formula, charge and spin: 0.0 kcal per mole
- Kohn-Sham gap (spin up / spin down): 0.2922 / 0.2398 Ha
- Spin multiplicity: 5
- Net charge: -2
- Expectation value of S²: 6.013



[4]
ORCA calculation (the ωB97M-V functional and the def2-TZVPD basis) on one molecule with the formula C12H11Cl2N3OS2.

Each line ends with the Löwdin charge.
Cartesian coordinates (Å):
1 C 4.0298 1.2681 -1.7134  -0.125
2 C 2.7360 1.3069 -0.7805  -0.595
3 Cl 3.0171 1.1504 1.0430  0.579
4 C 1.3917 1.4789 -1.2664  -0.589
5 Cl 1.0237 1.6357 -3.0482  0.584
6 C 0.2570 1.5136 -0.1176  -0.128
7 C -0.3029 0.1516 0.3448  -0.136
8 C 0.1372 -1.2771 -0.2264  -0.151
9 C -1.0399 -1.8940 -1.1881  -0.101
10 C -1.2919 -3.4590 -0.8612  -0.399
11 N -2.4035 -3.9432 0.0163  0.061
12 O -0.5276 -4.3214 -1.4010  0.005
13 C -1.3864 0.1708 1.5117  -0.466
14 S -2.0905 -1.4200 2.1469  0.717
15 C -1.8377 1.5210 2.1463  -0.004
16 C -1.3088 2.9327 1.6726  -0.271
17 N -1.6605 4.2578 2.1887  -0.262
18 S -0.7073 5.2649 1.1957  0.914
19 N 0.2025 4.2449 0.1578  -0.252
20 C -0.2232 2.8925 0.5062  -0.212
21 H 3.7693 1.4715 -2.8055  0.059
22 H 4.5319 0.2317 -1.5878  0.092
23 H 4.7964 2.0349 -1.3176  0.089
24 H 1.1036 -1.2700 -0.8324  0.118
25 H 0.2769 -1.9666 0.6917  0.100
26 H -2.0280 -1.3084 -1.0333  0.115
27 H -0.6856 -1.8097 -2.2856  0.126
28 H -2.0319 -4.1177 0.9674  0.068
29 H -3.1105 -3.1808 0.0563  0.052
30 H -0.9530 -2.1220 2.5838  -0.086
31 H -2.5896 1.5152 3.0019  0.097

- Energy above the lowest of the compared OMol25 structures with the same formula, charge and spin: 189.5 kcal per mole
- Kohn-Sham gap: 0.2687 Ha
- SMILES: C/C(Cl)=C(\Cl)c1c(CCC(N)=O)c(S)cc2nsnc12
- Net charge: 0



[5]
ORCA calculation (the ωB97M-V functional and the def2-TZVPD basis) on C12H11CsN4O5S2 as an isolated structure.

Each line ends with the Löwdin charge.
Cartesian coordinates (Å):
1 Cs -1.5591 0.7561 0.1367  0.899
2 O -1.1459 -4.2898 -0.9144  0.104
3 C -1.9528 -3.4521 -0.2701  -0.482
4 O -1.6374 -2.9296 0.7825  0.106
5 C -3.2650 -3.1684 -0.9914  -0.125
6 O -3.5291 -1.8079 -0.7624  -0.179
7 C -4.7495 -1.1548 -1.2181  -0.125
8 C -4.5978 0.3229 -0.8958  -0.765
9 O -5.0952 0.7270 0.2063  -0.077
10 O -3.8576 0.9418 -1.7419  -0.208
11 H -0.2356 -4.2537 -0.5638  0.138
12 H -4.0079 -3.7994 -0.5510  0.125
13 H -3.2017 -3.3910 -2.0286  0.116
14 H -5.6403 -1.5598 -0.6718  0.124
15 H -4.8874 -1.3385 -2.2845  0.109
16 S -0.0093 1.3383 3.2714  0.342
17 C 0.3650 2.8355 2.5848  -1.367
18 S 0.7517 3.2443 0.9757  0.327
19 C 0.5141 3.9102 3.4953  -0.493
20 C 0.5377 3.8076 4.8876  -0.343
21 N 0.5427 3.9224 6.0644  0.062
22 C 0.6743 5.2757 3.0954  -0.336
23 N 0.7036 6.4193 2.8660  0.069
24 C 5.0079 -0.3741 -2.4774  -0.047
25 N 3.9362 -0.3225 -1.5003  -0.167
26 C 4.0048 -0.1296 -0.1264  -0.075
27 C 2.6802 0.0087 0.2984  -0.166
28 N 1.8054 -0.1222 -0.7195  0.055
29 C 2.5889 -0.2831 -1.7846  -0.180
30 H 5.6050 0.5687 -2.3677  0.099
31 H 4.5334 -0.4039 -3.4625  0.079
32 H 5.6196 -1.2848 -2.2779  0.090
33 H 4.9256 0.1277 0.4418  0.116
34 H 2.3585 0.3518 1.2603  0.070
35 H 2.2168 -0.4931 -2.7565  0.103

- Kohn-Sham gap: 0.1522 Ha
- Net charge: -2



[6]
ORCA calculation (the ωB97M-V functional and the def2-TZVPD basis) on a 3-piece molecular cluster, C12H11F18NO4S overall.

Each line ends with the Löwdin charge.
Cartesian coordinates (Å):
1 C 1.6276 -2.0161 3.5363  0.066
2 C 0.6832 -2.5088 2.7799  -0.174
3 N 0.5192 -3.9743 2.5721  -0.171
4 F 0.3803 -4.4741 3.8663  -0.034
5 S 1.9046 -4.6393 1.8245  0.639
6 O 2.8731 -5.0548 2.7744  -0.228
7 O 2.4172 -3.6101 0.9897  -0.238
8 F 1.4861 -5.8901 0.9470  -0.128
9 H 2.4442 -2.6207 3.9455  0.088
10 H 1.5416 -0.9569 3.7984  0.085
11 H -0.0665 -1.8875 2.2908  0.099
12 C -0.6411 -2.4021 -1.3766  -0.032
13 C -1.6480 -2.2801 -0.2156  -0.422
14 C -3.0917 -2.6807 -0.5219  -0.296
15 F -3.6446 -1.9040 -1.4725  0.097
16 F -3.8522 -2.5366 0.5916  0.098
17 F -1.5904 -1.0228 0.2891  0.119
18 F -1.2000 -3.1054 0.7727  0.079
19 O -0.3349 -1.2096 -2.0934  0.032
20 C -1.1841 -0.8454 -3.1359  -0.523
21 C -1.8702 0.4964 -2.8725  -0.278
22 F -2.6121 0.4513 -1.7461  0.100
23 F -2.7052 0.8009 -3.8922  0.105
24 F -2.0576 -1.8348 -3.3947  0.143
25 F -0.4092 -0.7331 -4.2345  0.154
26 H 0.3091 -2.6812 -0.9167  0.143
27 H -0.8812 -3.2284 -2.0458  0.149
28 H -3.1505 -3.7257 -0.8391  0.176
29 H -1.1326 1.2963 -2.7676  0.162
30 C 0.3875 4.5184 -0.9906  -0.042
31 C 0.0776 4.9688 0.4482  -0.441
32 C 1.2807 5.1785 1.3672  -0.300
33 F 1.9796 4.0403 1.5537  0.092
34 F 0.8589 5.5840 2.5900  0.096
35 F -0.8026 4.1065 1.0017  0.134
36 F -0.5699 6.1648 0.3522  0.107
37 O 0.2695 3.1285 -1.2678  0.033
38 C 1.3588 2.3089 -1.0007  -0.526
39 C 1.0357 1.2599 0.0612  -0.279
40 F 0.6736 1.8345 1.2284  0.099
41 F 2.1215 0.4945 0.3200  0.104
42 F 2.4360 3.0505 -0.6862  0.145
43 F 1.6545 1.6800 -2.1599  0.149
44 H -0.3785 4.9772 -1.6155  0.150
45 H 1.3302 4.9265 -1.3570  0.146
46 H 1.9514 5.9456 0.9696  0.174
47 H 0.2212 0.6102 -0.2674  0.150

- Kohn-Sham gap: 0.4123 Ha
- SMILES: FC(F)C(F)(F)COC(F)(F)C(F)F.FC(F)C(F)(F)COC(F)(F)C(F)F.C=CN(F)S(=O)(=O)F
- Net charge: 0